10 unconnected molecules or ions with the total composition C51H111F9N6O7 at a distorted geometry, computed with ωB97M-V/def2-TZVPD.

Each atom is followed by the atoms it is bonded to, with distances in Å.
Geometry (Å):
1 F 2.04 -3.65 5.72  C24 1.350
2 F 1.55 -1.72 6.76  C24 1.335
3 F 1.66 -2.92 -5.22  C37 1.292
4 F 3.45 -2.19 -4.18  C37 1.313
5 F -3.37 8.52 -1.71  C40 1.354
6 F 2.70 -3.14 7.81  C24 1.327
7 F -1.44 7.82 -2.50  C40 1.334
8 F 1.40 -1.82 -3.32  C37 1.420
9 F -3.03 6.39 -2.14  C40 1.313
10 O 3.51 -1.48 4.84  C57 1.221
11 O 4.89 -2.13 6.62  C48 1.390, C57 1.398
12 O -1.59 6.03 -0.12  C62 1.323, C71 1.379
13 O -1.78 8.22 0.43  C62 1.194
14 O 2.82 0.05 -5.75  C56 1.232
15 O 0.72 -0.01 -4.84  C35 1.437, C56 1.384
16 O -4.63 1.27 2.07  C36 1.225
17 N -0.22 -0.49 0.51  C43 1.522, C49 1.524, C60 1.449
18 N -1.64 1.08 6.64  C28 1.473, C45 1.471, C55 1.461
19 N 6.78 1.58 -3.26  C25 1.489, C33 1.451, C65 1.437
20 N -3.17 -4.03 -2.32  C39 1.432, C58 1.478, C68 1.422
21 N -5.81 3.36 -2.50  C64 1.461, C70 1.490, C72 1.462
22 N 3.97 -4.72 -0.21  C26 1.509, C34 1.491, C38 1.499
23 C -3.62 -1.92 -3.50  C68 1.518, H107 1.090, H110 1.090, H165 1.090
24 C 2.44 -2.69 6.59  F1 1.350, F2 1.335, F6 1.327, C57 1.561
25 C 5.78 0.47 -3.29  N19 1.489, C61 1.521, H101 1.090, H108 1.090
26 C 3.60 -4.51 1.23  N22 1.509, C52 1.542, H148 1.090, H183 1.090
27 C -6.22 0.84 -2.62  C70 1.538, H94 1.090, H136 1.090, H173 1.090
28 C -2.23 1.96 7.67  N18 1.473, C51 1.515, H100 1.090, H134 1.090
29 C -6.96 0.78 2.17  C36 1.494, H87 1.090, H150 1.090, H168 1.090
30 C -4.22 -6.17 -2.84  C39 1.560, H88 1.090, H153 1.090, H172 1.090
31 C -1.82 0.30 -1.26  C60 1.571, H86 1.090, H135 1.090, H140 1.090
32 C 5.81 2.70 -5.30  C65 1.554, H81 1.090, H154 1.090, H159 1.090
33 C 7.57 1.79 -2.06  N19 1.451, C41 1.509, H98 1.090, H174 1.090
34 C 5.16 -4.02 -0.78  N22 1.491, C47 1.584, H119 1.090, H170 1.090
35 C 0.26 1.26 -5.33  O15 1.437, C54 1.499, H74 1.090, H124 1.090
36 C -5.54 0.49 1.80  O16 1.225, C29 1.494, C69 1.500
37 C 2.19 -1.98 -4.49  F3 1.292, F4 1.313, F8 1.420, C56 1.573
38 C 2.76 -4.66 -1.09  N22 1.499, C46 1.510, H123 1.090, H139 1.090
39 C -3.33 -4.99 -3.36  N20 1.432, C30 1.560, H77 1.090, H112 1.090
40 C -2.48 7.50 -1.72  F5 1.354, F7 1.334, F9 1.313, C62 1.527
41 C 6.77 2.30 -0.88  C33 1.509, H117 1.090, H130 1.090, H160 1.090
42 C -2.62 -3.80 0.15  C58 1.592, H83 1.090, H116 1.090, H146 1.090
43 C 0.87 -0.92 -0.46  N17 1.522, C53 1.508, H82 1.090, H113 1.090
44 C -2.83 -0.98 7.04  C55 1.511, H76 1.090, H114 1.090, H143 1.090
45 C -0.87 1.71 5.56  N18 1.471, C50 1.546, H103 1.090, H157 1.090
46 C 2.97 -5.13 -2.51  C38 1.510, H132 1.090, H175 1.090, H182 1.090
47 C 5.13 -2.44 -0.64  C34 1.584, H128 1.090, H142 1.090, H158 1.090
48 C 6.02 -1.61 5.99  O11 1.390, C66 1.522, H85 1.090, H115 1.090
49 C 0.25 -0.18 1.92  N17 1.524, C59 1.506, H151 1.090, H177 1.090
50 C -1.72 2.66 4.69  C45 1.546, H95 1.090, H176 1.090, H184 1.090
51 C -1.18 2.67 8.50  C28 1.515, H104 1.090, H133 1.090, H156 1.090
52 C 4.82 -4.77 2.14  C26 1.542, H80 1.090, H169 1.090, H178 1.090
53 C 1.77 0.17 -0.96  C43 1.508, H79 1.090, H91 1.090, H181 1.090
54 C 1.04 2.41 -4.78  C35 1.499, H97 1.090, H149 1.090, H166 1.090
55 C -2.66 0.18 6.10  N18 1.461, C44 1.511, H78 1.090, H180 1.090
56 C 1.96 -0.55 -5.11  O14 1.232, O15 1.384, C37 1.573
57 C 3.68 -2.00 5.93  O10 1.221, O11 1.398, C24 1.561
58 C -2.31 -4.53 -1.22  N20 1.478, C42 1.592, H84 1.090, H144 1.090
59 C 0.42 -1.40 2.79  C49 1.506, H127 1.090, H141 1.090, H161 1.090
60 C -0.85 0.68 -0.08  N17 1.449, C31 1.571, H89 1.090, H126 1.090
61 C 6.49 -0.76 -3.83  C25 1.521, H105 1.090, H106 1.090, H120 1.090
62 C -1.93 7.29 -0.31  O12 1.323, O13 1.194, C40 1.527
63 C -0.62 4.16 1.05  C71 1.541, H93 1.090, H102 1.090, H152 1.090
64 C -6.07 3.78 -3.87  N21 1.461, C67 1.581, H122 1.090, H145 1.090
65 C 6.30 2.81 -3.82  N19 1.437, C32 1.554, H109 1.090, H147 1.090
66 C 6.72 -2.58 5.05  C48 1.522, H96 1.090, H125 1.090, H131 1.090
67 C -7.58 4.13 -4.16  C64 1.581, H121 1.090, H138 1.090, H155 1.090
68 C -2.59 -2.88 -2.92  N20 1.422, C23 1.518, H99 1.090, H179 1.090
69 C -5.32 -0.86 1.19  C36 1.500, H137 1.090, H167 1.090, H171 1.090
70 C -6.55 2.19 -1.94  N21 1.490, C27 1.538, H75 1.090, H90 1.090
71 C -0.98 5.66 1.06  O12 1.379, C63 1.541, H111 1.090, H118 1.090
72 C -4.38 3.31 -2.23  N21 1.462, C73 1.609, H92 1.090, H162 1.090
73 C -4.06 3.52 -0.67  C72 1.609, H129 1.090, H163 1.090, H164 1.090
74 H 0.16 1.18 -6.42  C35 1.090
75 H -6.29 2.19 -0.89  C70 1.090
76 H -2.94 -0.78 8.11  C44 1.090
77 H -2.45 -5.47 -3.79  C39 1.090
78 H -3.56 0.74 5.86  C55 1.090
79 H 2.73 -0.29 -1.20  C53 1.090
80 H 4.52 -5.01 3.16  C52 1.090
81 H 5.75 3.74 -5.62  C32 1.090
82 H 1.35 -1.72 0.11  C43 1.090
83 H -2.44 -2.72 0.10  C42 1.090
84 H -1.27 -4.31 -1.48  C58 1.090
85 H 6.73 -1.28 6.75  C48 1.090
86 H -1.34 -0.17 -2.11  C31 1.090
87 H -6.91 1.87 2.19  C29 1.090
88 H -5.13 -5.99 -2.27  C30 1.090
89 H -0.23 1.52 -0.37  C60 1.090
90 H -7.61 2.38 -2.10  C70 1.090
91 H 1.35 0.56 -1.89  C53 1.090
92 H -3.97 2.33 -2.47  C72 1.090
93 H -0.07 3.92 1.96  C63 1.090
94 H -5.16 0.62 -2.51  C27 1.090
95 H -1.74 3.62 5.22  C50 1.090
96 H 7.72 -2.26 4.75  C66 1.090
97 H 0.85 3.32 -5.36  C54 1.090
98 H 8.50 2.35 -2.12  C33 1.090
99 H -1.97 -3.15 -3.78  C68 1.090
100 H -2.81 1.31 8.32  C28 1.090
101 H 5.47 0.20 -2.28  C25 1.090
102 H -1.55 3.59 1.04  C63 1.090
103 H 0.08 2.10 5.93  C45 1.090
104 H -0.76 1.94 9.19  C51 1.090
105 H 5.80 -1.59 -3.96  C61 1.090
106 H 7.29 -1.13 -3.19  C61 1.090
107 H -3.10 -0.99 -3.73  C23 1.090
108 H 4.83 0.49 -3.83  C25 1.090
109 H 5.40 3.19 -3.34  C65 1.090
110 H -4.40 -1.64 -2.79  C23 1.090
111 H -1.58 5.90 1.94  C71 1.090
112 H -3.80 -4.48 -4.19  C39 1.090
113 H 0.47 -1.38 -1.37  C43 1.090
114 H -3.62 -1.67 6.75  C44 1.090
115 H 5.77 -0.68 5.48  C48 1.090
116 H -2.24 -4.38 0.99  C42 1.090
117 H 6.56 3.37 -0.88  C41 1.090
118 H -0.09 6.25 1.30  C71 1.090
119 H 5.50 -4.34 -1.76  C34 1.090
120 H 6.85 -0.54 -4.84  C61 1.090
121 H -8.04 4.96 -3.62  C67 1.090
122 H -5.72 2.97 -4.51  C64 1.090
123 H 2.02 -5.36 -0.70  C38 1.090
124 H -0.79 1.48 -5.13  C35 1.090
125 H 6.83 -3.49 5.64  C66 1.090
126 H -1.51 1.02 0.73  C60 1.090
127 H 1.16 -2.05 2.32  C59 1.090
128 H 4.70 -2.15 0.32  C47 1.090
129 H -3.00 3.69 -0.49  C73 1.090
130 H 5.77 1.88 -0.97  C41 1.090
131 H 6.23 -2.76 4.10  C66 1.090
132 H 3.63 -4.47 -3.07  C46 1.090
133 H -0.34 3.08 7.94  C51 1.090
134 H -2.82 2.77 7.22  C28 1.090
135 H -2.48 -0.51 -0.94  C31 1.090
136 H -6.43 0.99 -3.68  C27 1.090
137 H -4.27 -1.13 1.10  C69 1.090
138 H -8.10 3.18 -4.02  C67 1.090
139 H 2.40 -3.63 -0.98  C38 1.090
140 H -2.45 1.16 -1.48  C31 1.090
141 H 0.75 -1.21 3.81  C59 1.090
142 H 6.08 -1.94 -0.81  C47 1.090
143 H -1.85 -1.47 7.04  C44 1.090
144 H -2.54 -5.57 -0.98  C58 1.090
145 H -5.48 4.68 -4.07  C64 1.090
146 H -3.68 -3.85 0.39  C42 1.090
147 H 7.17 3.46 -3.90  C65 1.090
148 H 3.36 -3.46 1.39  C26 1.090
149 H 2.08 2.10 -4.79  C54 1.090
150 H -7.29 0.27 3.07  C29 1.090
151 H -0.42 0.50 2.45  C49 1.090
152 H -0.03 3.90 0.17  C63 1.090
153 H -3.61 -6.78 -2.18  C30 1.090
154 H 4.83 2.24 -5.25  C32 1.090
155 H -7.68 4.33 -5.23  C67 1.090
156 H -1.65 3.45 9.10  C51 1.090
157 H -0.64 0.91 4.85  C45 1.090
158 H 4.48 -2.10 -1.44  C47 1.090
159 H 6.43 2.07 -5.93  C32 1.090
160 H 7.19 1.99 0.08  C41 1.090
161 H -0.48 -2.01 2.80  C59 1.090
162 H -3.73 3.95 -2.82  C72 1.090
163 H -4.66 4.33 -0.26  C73 1.090
164 H -4.23 2.69 0.02  C73 1.090
165 H -4.05 -2.33 -4.41  C23 1.090
166 H 0.69 2.61 -3.76  C54 1.090
167 H -5.69 -0.89 0.17  C69 1.090
168 H -7.64 0.47 1.38  C29 1.090
169 H 5.41 -5.65 1.88  C52 1.090
170 H 5.96 -4.42 -0.16  C34 1.090
171 H -5.81 -1.58 1.86  C69 1.090
172 H -4.49 -6.81 -3.68  C30 1.090
173 H -6.89 0.04 -2.32  C27 1.090
174 H 7.76 0.75 -1.77  C33 1.090
175 H 2.03 -5.16 -3.06  C46 1.090
176 H -2.67 2.21 4.38  C50 1.090
177 H 1.15 0.41 2.05  C49 1.090
178 H 5.60 -4.00 2.15  C52 1.090
179 H -1.96 -2.34 -2.21  C68 1.090
180 H -2.40 -0.25 5.13  C55 1.090
181 H 1.94 0.96 -0.23  C53 1.090
182 H 3.60 -6.02 -2.46  C46 1.090
183 H 2.76 -5.17 1.45  C26 1.090
184 H -1.18 2.94 3.79  C50 1.090

Values from the calculation:
<S²> = 0.7545
net charge = +1
multiplicity = 2
orbital gap (spin up / spin down) = 7.094 / 2.538 eV